The following is a DFT calculation (ωB97M-V with the def2-TZVPD basis set) of a structure of composition C47H42GeN2NiP2Se.

As for the HOMO energy (alpha / beta): -10.29 / -10.39 eV. The expectation value of S² is 0.79. The calculation puts the gap between HOMO and LUMO (alpha / beta) at 6.40 / 6.67 eV. The value obtained for the LUMO energy (alpha / beta) is -3.89 / -3.72 eV.

Geometry as ORCA input:
```
! wB97M-V def2-TZVPD RIJCOSX def2/J DEFGRID3
* xyz 1 2
Ni -0.39902 0.67272 0.08727
C 0.84088 -1.08076 -3.64074
N 0.42172 -0.49729 -2.35918
P -0.71766 -1.17097 -1.29798
C -0.70996 -2.94024 -1.63492
C -1.88551 -3.64892 -1.86235
C -1.83818 -5.02524 -2.04118
C -0.62635 -5.69331 -1.98664
C 0.55075 -4.99142 -1.75134
C 0.50962 -3.62202 -1.56604
C -2.36493 -0.61881 -1.81142
C -3.31827 -0.38933 -0.82772
C -4.61202 -0.01504 -1.17536
C -4.94377 0.16014 -2.50795
C -3.98613 -0.04128 -3.50014
C -2.70774 -0.43771 -3.15537
P 1.44259 0.54325 -1.45118
C 3.05739 -0.27639 -1.57511
C 3.33168 -1.33009 -0.70302
C 4.47068 -2.10194 -0.86348
C 5.35032 -1.82570 -1.90292
C 5.08825 -0.77800 -2.77332
C 3.94575 -0.00699 -2.61388
C 1.59678 2.06375 -2.39850
C 0.64952 2.38770 -3.36632
C 0.72538 3.60239 -4.03311
C 1.73436 4.50006 -3.72040
C 2.66436 4.19110 -2.73439
C 2.59538 2.97916 -2.06794
H 0.08392 -1.77664 -3.99870
H 1.78368 -1.61896 -3.53208
H 0.96833 -0.29273 -4.38424
H -2.83544 -3.13289 -1.90852
H -2.75213 -5.57380 -2.22383
H -0.59457 -6.76539 -2.12819
H 1.49692 -5.51465 -1.70969
H 1.43000 -3.07704 -1.38574
H -3.07673 -0.55815 0.21858
H -5.35149 0.14827 -0.40235
H -5.94909 0.45129 -2.78203
H -4.24626 0.10534 -4.53983
H -1.97095 -0.60398 -3.93236
H 2.66165 -1.55091 0.12053
H 4.67378 -2.90981 -0.17253
H 6.24252 -2.42420 -2.03108
H 5.77162 -0.56042 -3.58311
H 3.75007 0.80708 -3.30051
H -0.15178 1.69532 -3.59747
H -0.00888 3.84824 -4.78868
H 1.79192 5.44902 -4.23708
H 3.44617 4.89645 -2.48618
H 3.31624 2.75104 -1.29013
Se -0.33310 2.82953 0.78102
C -1.42766 3.45247 -0.66946
C -2.66184 2.92099 -1.01055
C -3.36643 3.49095 -2.05946
N -2.94126 4.53608 -2.76385
C -1.76290 5.04771 -2.41249
C -0.96916 4.54911 -1.39239
H -3.07699 2.08393 -0.46990
H -4.33332 3.08592 -2.34048
H -1.42681 5.90436 -2.98749
H -0.01244 5.00608 -1.17707
C -1.82407 0.24866 3.27762
Ge -0.08148 0.19174 2.43151
C 0.70254 -1.57416 2.64799
C 0.85446 -2.58807 1.71448
C 1.44205 -3.79720 2.05936
C 1.88484 -4.00592 3.35646
C 1.72977 -3.00621 4.30618
C 1.14452 -1.79877 3.95560
C 1.08753 1.52725 3.21138
C 0.51120 2.40163 4.10192
C 1.26405 3.41660 4.73447
C 2.58851 3.55416 4.44980
C 3.22397 2.69098 3.52229
C 4.59792 2.84020 3.20583
C 5.19828 2.02985 2.28793
C 4.44533 1.02432 1.64016
C 3.12412 0.85660 1.93922
C 2.47119 1.67684 2.89015
H -1.64719 0.15720 4.35157
H -2.44174 -0.58985 2.95964
H -2.34563 1.18060 3.07094
H 0.48949 -2.45292 0.70576
H 1.54710 -4.57693 1.31499
H 2.34298 -4.94683 3.63111
H 2.06952 -3.16289 5.32133
H 1.04786 -1.02536 4.71111
H -0.54344 2.33115 4.33707
H 0.77668 4.08497 5.43127
H 3.17363 4.33392 4.92173
H 5.16349 3.61476 3.70942
H 6.24817 2.14794 2.05579
H 4.92021 0.38180 0.90954
H 2.55438 0.08056 1.44590
*
```